10
Properties=species:S:1:pos:R:3 method="wB97M-V/def2-TZVPD" orbital_gap_ev="7.801 / 6.888" spin_multiplicity=3 max_force_ha_per_bohr=0.041 de_lowest_kj_mol=61.7 charge=0 e_homo_ha="-0.2753 / -0.3829" energy_ha=-679.197579
P -0.99982 1.25501 0.27425
O 0.02806 -2.14898 -0.96201
O 1.26314 1.21477 1.87317
N -0.82341 -0.01103 -0.82216
N 0.84377 -0.58822 0.52736
C -0.02615 -1.05191 -0.48643
C 0.60213 0.64193 1.05485
H 1.64559 -1.14902 0.79673
H -0.33415 2.23620 -0.48481
H -2.19916 -0.39877 -1.77097

10
Properties=species:S:1:pos:R:3 method="wB97M-V/def2-TZVPD" orbital_gap_ev=8.807 spin_multiplicity=1 max_force_ha_per_bohr=0.071 de_lowest_kj_mol=66.8 charge=+1 e_homo_ha=-0.5533 energy_ha=-735.766068
S 0.28063 0.02225 -1.79651
O 0.56908 1.80427 0.11471
O -0.43575 -0.60481 0.46060
N -2.20146 -0.93393 1.98426
N -0.36126 1.28412 -0.30798
C -1.37390 -0.85621 1.14410
C 1.80593 0.26989 -1.41464
H -3.04173 -1.48330 2.28854
H 2.23285 1.06733 -0.76325
H 2.52562 -0.56960 -1.70983

9
Properties=species:S:1:pos:R:3 method="wB97M-V/def2-TZVPD" orbital_gap_ev=11.112 smiles=Pc1nnco1 spin_multiplicity=1 max_force_ha_per_bohr=0.072 de_lowest_kj_mol=168.5 charge=0 e_homo_ha=-0.3808 energy_ha=-604.037606
P 2.13639 0.07674 0.39920
O -0.36451 -0.96385 -0.10801
N -0.39968 1.16541 0.61572
N -1.93643 0.57997 0.35210
C -1.66531 -0.55088 -0.10723
C 0.29801 0.14683 0.37160
H 2.16206 -0.53490 -0.92987
H 2.24980 1.35103 -0.13273
H -2.48032 -1.27037 -0.46077

9
Properties=species:S:1:pos:R:3 method="wB97M-V/def2-TZVPD" orbital_gap_ev="7.765 / 8.135" spin_multiplicity=3 max_force_ha_per_bohr=0.103 de_lowest_kj_mol=0.0 charge=+1 e_homo_ha="-0.4960 / -0.5959" energy_ha=-660.515975
S 0.65337 -1.70524 0.05340
O 0.19573 -0.76182 -1.56224
N -0.09896 1.03344 -0.32275
N -0.22723 -0.70495 1.07324
C 0.50090 0.50572 -1.31770
C -0.73782 0.49093 0.72501
H -0.23983 -0.95594 2.11743
H 1.30532 0.92084 -2.02730
H -1.35150 1.17701 1.26092

8
Properties=species:S:1:pos:R:3 method="wB97M-V/def2-TZVPD" orbital_gap_ev=7.525 spin_multiplicity=1 max_force_ha_per_bohr=0.058 de_lowest_kj_mol=562.6 charge=0 e_homo_ha=-0.3337 energy_ha=-528.627376
P -0.09969 -0.92706 -1.13486
N 0.28384 0.17880 0.99342
N -0.47722 -1.02212 0.62926
C 0.60351 0.81248 -0.33724
C 0.97657 2.02938 -0.63942
H 0.19352 -1.76466 0.81513
H -1.23893 -0.18681 -1.80441
H -0.24159 0.87999 1.47813

8
Properties=species:S:1:pos:R:3 method="wB97M-V/def2-TZVPD" orbital_gap_ev=9.266 spin_multiplicity=1 max_force_ha_per_bohr=0.127 de_lowest_kj_mol=124.2 charge=0 e_homo_ha=-0.3356 energy_ha=-528.794355
P 1.00298 1.23344 0.34028
N 0.22026 0.09543 1.26064
N -0.53823 -0.80103 0.68658
C 0.21138 0.52975 -1.02249
C -0.56887 -0.55236 -0.60298
H 0.31011 0.85591 -2.04190
H -1.17629 -1.17698 -1.23166
H 0.53865 -0.18417 2.61152